(1)
{
  "formula": "C21H18BrNO5Rh",
  "method": "ωB97M-V/def2-TZVPD",
  "total_charge": -1,
  "e_tot_ev": -106848.0457,
  "fmax_ha_per_bohr": 0.102,
  "gap_ha": [0.208, 0.209],
  "elements": ["Rh", "O", "C", "C", "C", "N", "C", "C", "C", "O", "O", "C", "O", "O", "H", "H", "H", "Br", "C", "C", "C", "C", "C", "C", "C", "C", "C", "C", "H", "H", "H", "H", "H", "H", "C", "C", "C", "C", "H", "H", "H", "H", "H", "H", "H", "H", "H"],
  "coordinates": [[0.6258, -0.2036, 0.0252], [-4.4642, 3.0935, 0.0166], [-3.4794, 2.1373, -0.1103], [-3.5677, 0.9190, 0.4410], [-2.4555, -0.0891, 0.3307], [-1.3000, 0.3710, -0.5053], [-1.2803, 1.6285, -0.9636], [-2.3381, 2.5224, -0.8400], [-0.0092, 2.1594, -1.5838], [-0.0572, 3.1565, -2.2785], [1.0480, 1.5124, -1.2310], [-1.9038, -0.3640, 1.7373], [-2.7182, -0.4791, 2.6498], [-0.6262, -0.4361, 1.8566], [-5.1484, 2.7278, 0.5891], [-4.4134, 0.6507, 1.0588], [-2.2285, 3.5027, -1.2777], [2.9589, -0.0170, 0.8575], [3.4724, -1.7413, 0.4957], [4.7559, -2.1322, 0.6748], [5.0719, -3.4893, 0.3970], [4.0927, -4.3325, -0.0211], [2.7487, -3.8902, -0.2020], [1.7587, -4.7905, -0.6580], [0.5098, -4.3151, -0.8752], [0.1739, -2.9549, -0.6382], [1.0564, -2.0236, -0.1693], [2.4034, -2.5408, 0.0507], [5.5102, -1.4393, 1.0217], [6.0903, -3.8366, 0.5179], [4.3238, -5.3693, -0.2359], [2.0235, -5.8251, -0.8416], [-0.2636, -4.9816, -1.2397], [-0.8112, -2.6544, -0.8927], [-3.9114, -2.9727, 1.5048], [-4.2658, -2.0506, 0.3383], [-4.9830, -2.8677, -0.7361], [-3.0451, -1.3704, -0.2933], [-4.7906, -3.5413, 1.8227], [-3.5121, -2.4373, 2.3634], [-3.1525, -3.6977, 1.1777], [-4.9592, -1.2801, 0.6838], [-4.3039, -3.6090, -1.1777], [-5.3525, -2.2447, -1.5557], [-5.8314, -3.4146, -0.3136], [-3.2856, -1.0868, -1.3239], [-2.2643, -2.0970, -0.3552]],
  "forces_ev_per_a": [[-3.417, 3.789, 1.209], [0.008, -0.060, -0.010], [-0.682, -0.616, 0.509], [-0.014, 0.658, -0.126], [0.365, 0.037, 0.019], [0.746, -1.677, 0.331], [-1.672, 2.070, -0.183], [2.006, -0.503, -0.740], [-1.030, 0.104, 0.038], [0.566, 0.011, -0.185], [0.965, -1.189, 0.343], [-1.102, 0.006, -0.103], [0.751, 0.056, 0.164], [1.695, -0.547, -0.634], [0.054, 0.023, -0.040], [0.092, -0.005, 0.135], [-0.048, -0.048, -0.012], [-0.137, 1.523, 0.372], [-0.184, -0.484, -0.105], [0.295, -0.676, -0.076], [0.131, 0.500, 0.134], [-0.325, 0.003, -0.049], [0.176, -0.338, -0.043], [0.255, 0.068, 0.053], [-0.415, 0.241, 0.027], [0.171, -0.482, -0.211], [1.262, -2.135, -0.353], [0.024, -0.226, -0.017], [-0.018, -0.005, -0.013], [-0.022, 0.003, 0.010], [-0.046, 0.001, -0.003], [-0.033, 0.018, -0.006], [-0.034, 0.062, -0.007], [-0.463, 0.172, -0.141], [0.136, -0.192, -0.016], [-0.067, 0.059, 0.039], [-0.024, -0.122, -0.178], [-0.174, 0.298, -0.297], [0.004, 0.023, -0.007], [-0.058, 0.007, -0.115], [-0.094, 0.028, 0.033], [-0.012, -0.070, 0.066], [-0.031, 0.056, 0.079], [0.035, 0.036, 0.081], [0.031, 0.041, -0.017], [-0.039, 0.008, 0.046], [0.372, -0.527, 0.002]]
}

(2)
{
  "formula": "C40H57F6OP3SiZr",
  "method": "ωB97M-V/def2-TZVPD",
  "total_charge": 2,
  "e_tot_ev": -97773.1052,
  "fmax_ha_per_bohr": 0.010,
  "gap_ha": 0.268,
  "elements": ["Zr", "C", "C", "C", "P", "C", "C", "C", "C", "C", "C", "C", "C", "C", "Si", "C", "C", "C", "C", "C", "C", "P", "C", "C", "C", "C", "C", "C", "C", "C", "C", "C", "C", "C", "P", "C", "C", "C", "C", "C", "C", "H", "H", "H", "H", "H", "H", "H", "H", "H", "H", "H", "H", "H", "H", "H", "H", "H", "H", "H", "H", "H", "H", "H", "H", "H", "H", "H", "H", "H", "H", "H", "H", "H", "H", "H", "H", "H", "H", "H", "H", "H", "H", "H", "H", "H", "H", "H", "H", "H", "H", "H", "H", "H", "H", "C", "C", "O", "C", "F", "F", "F", "C", "F", "F", "F", "H", "H", "H"],
  "coordinates": [[-0.0693, -0.6351, 0.5464], [-0.0180, 2.9769, 4.7069], [0.2563, 1.7489, 3.8291], [1.7574, 1.4660, 3.8718], [-0.4479, 1.6608, 2.1055], [-2.2708, 1.4392, 2.3620], [-2.8979, 0.9663, 1.0542], [-3.0292, 2.6603, 2.8721], [-0.2177, 3.2257, 1.1930], [-0.1761, 4.4602, 1.8447], [0.0030, 5.6311, 1.1264], [0.1395, 5.5837, -0.2536], [0.0702, 4.3626, -0.9080], [-0.1229, 3.1702, -0.2090], [-0.2678, 1.5248, -1.1205], [1.2040, 1.5133, -2.3175], [1.1329, 2.2540, -3.4984], [2.2155, 2.3432, -4.3614], [3.4063, 1.7008, -4.0477], [3.5015, 0.9550, -2.8839], [2.4020, 0.8420, -2.0327], [2.4803, -0.1551, -0.5231], [3.4096, -1.7268, -0.8077], [4.8843, -1.6353, -1.2123], [2.6445, -2.5898, -1.8154], [3.2817, 0.8839, 0.8005], [4.2611, 0.1457, 1.7136], [3.8727, 2.1843, 0.2534], [-1.8647, 1.4852, -2.1159], [-2.5050, 2.6447, -2.5532], [-3.7151, 2.5858, -3.2321], [-4.3085, 1.3555, -3.4746], [-3.6901, 0.1901, -3.0465], [-2.4734, 0.2430, -2.3688], [-1.6068, -1.2756, -1.8268], [-0.8444, -1.9713, -3.3793], [0.1886, -1.0430, -4.0072], [-1.9015, -2.2991, -4.4374], [-2.9621, -2.5006, -1.5082], [-3.8271, -2.1253, -0.3057], [-2.4190, -3.9266, -1.4457], [0.1403, 2.6825, 5.7458], [-1.0270, 3.3681, 4.6292], [0.6902, 3.7771, 4.4955], [-0.2728, 0.9146, 4.2892], [2.3181, 2.2539, 3.3638], [2.0305, 0.5079, 3.4398], [2.0830, 1.4602, 4.9137], [-2.3334, 0.6248, 3.0906], [-2.8503, 1.7271, 0.2753], [-3.9498, 0.7214, 1.2179], [-2.4662, 0.0357, 0.6562], [-2.8766, 3.5188, 2.2149], [-2.7464, 2.9376, 3.8831], [-4.0979, 2.4377, 2.8847], [-0.2906, 4.5253, 2.9128], [0.0399, 6.5794, 1.6459], [0.2957, 6.4946, -0.8169], [0.1856, 4.3451, -1.9852], [0.2054, 2.7497, -3.7679], [2.1340, 2.9149, -5.2769], [4.2590, 1.7796, -4.7092], [4.4371, 0.4722, -2.6431], [3.3512, -2.2014, 0.1772], [4.9822, -1.4748, -2.2850], [5.3713, -2.5858, -0.9897], [5.4309, -0.8535, -0.6935], [2.7241, -2.1686, -2.8179], [1.5840, -2.6908, -1.5746], [3.0783, -3.5906, -1.8408], [2.4276, 1.1596, 1.4187], [5.2385, 0.0357, 1.2486], [3.9087, -0.8423, 2.0147], [4.4026, 0.7351, 2.6214], [4.7294, 1.9877, -0.3938], [4.2181, 2.7977, 1.0883], [3.1422, 2.7622, -0.3140], [-2.0701, 3.6154, -2.3460], [-4.1972, 3.4973, -3.5604], [-5.2563, 1.2987, -3.9937], [-4.1816, -0.7524, -3.2495], [-0.3562, -2.8954, -3.0563], [-0.2673, -0.0926, -4.2884], [0.5755, -1.5065, -4.9165], [1.0261, -0.8360, -3.3510], [-2.3981, -1.3889, -4.7771], [-2.6575, -3.0105, -4.1124], [-1.3961, -2.7315, -5.3019], [-3.5982, -2.4335, -2.3914], [-3.2789, -2.2037, 0.6334], [-4.6865, -2.7966, -0.2560], [-4.2148, -1.1101, -0.4018], [-1.5347, -4.0078, -0.8182], [-2.1534, -4.3037, -2.4312], [-3.1801, -4.5903, -1.0321], [-1.6624, -3.4733, 3.4910], [-0.6534, -2.8193, 2.5680], [-1.1971, -1.7738, 1.8248], [0.4952, -2.1851, 3.3768], [1.2741, -2.9926, 4.0486], [1.3200, -1.5243, 2.4084], [0.0562, -1.2405, 4.1822], [-0.0493, -3.8532, 1.5874], [0.4815, -3.1489, 0.4957], [-0.9698, -4.6603, 1.1024], [0.9450, -4.5711, 2.0676], [-2.0274, -2.7300, 4.1970], [-1.2222, -4.3072, 4.0391], [-2.4967, -3.8379, 2.8974]],
  "forces_ev_per_a": [[0.007, -0.535, -0.056], [0.007, 0.026, 0.001], [0.037, 0.032, -0.060], [-0.014, 0.032, 0.074], [-0.086, 0.063, -0.010], [0.029, -0.013, -0.077], [-0.112, 0.078, 0.071], [-0.011, 0.020, -0.009], [0.002, -0.081, -0.114], [-0.003, 0.002, 0.027], [0.005, -0.003, -0.056], [-0.008, -0.037, 0.021], [0.008, 0.081, 0.013], [0.026, -0.126, 0.185], [0.209, 0.045, -0.009], [-0.041, 0.007, -0.001], [0.022, 0.013, -0.041], [0.002, -0.017, 0.032], [-0.014, 0.012, -0.012], [-0.003, 0.005, -0.006], [-0.093, 0.011, 0.044], [-0.247, -0.133, 0.255], [-0.019, 0.096, -0.055], [-0.020, -0.042, -0.023], [0.051, -0.018, 0.027], [0.106, 0.110, -0.141], [-0.044, -0.032, -0.011], [0.064, -0.041, 0.028], [-0.041, -0.089, 0.041], [-0.036, 0.004, -0.028], [0.023, -0.058, 0.018], [0.009, 0.060, -0.004], [-0.057, -0.039, -0.021], [0.164, 0.073, 0.049], [-0.204, 0.033, -0.046], [0.032, 0.023, -0.021], [-0.046, -0.055, 0.003], [-0.012, 0.003, -0.015], [-0.058, 0.095, 0.059], [0.019, -0.026, -0.049], [0.066, -0.003, 0.036], [-0.004, 0.000, -0.014], [0.015, 0.024, 0.022], [-0.010, -0.004, 0.004], [-0.004, -0.052, 0.003], [-0.002, 0.020, -0.006], [0.002, -0.056, -0.044], [0.014, -0.001, -0.025], [-0.003, -0.013, 0.028], [0.007, 0.022, 0.023], [0.017, -0.008, -0.018], [0.100, -0.053, -0.033], [-0.010, -0.006, 0.021], [-0.036, 0.006, -0.004], [0.014, 0.007, -0.002], [-0.004, 0.012, 0.006], [-0.004, -0.010, 0.002], [0.000, -0.013, 0.006], [0.003, -0.010, -0.004], [0.021, -0.005, 0.003], [-0.001, -0.005, 0.006], [-0.008, -0.004, 0.010], [-0.001, 0.002, -0.017], [-0.005, -0.039, 0.035], [0.002, 0.000, 0.009], [-0.002, 0.017, 0.009], [0.041, 0.054, 0.040], [0.011, 0.006, -0.008], [-0.004, -0.007, -0.008], [-0.020, 0.010, 0.000], [-0.159, 0.102, 0.044], [0.010, -0.038, -0.032], [0.010, 0.004, 0.009], [0.018, -0.021, -0.017], [-0.006, 0.021, 0.007], [0.004, -0.019, -0.016], [0.020, -0.005, 0.025], [0.001, -0.009, 0.005], [-0.004, -0.010, 0.001], [0.011, 0.007, 0.007], [0.025, 0.026, 0.021], [0.020, -0.021, 0.012], [-0.002, 0.008, -0.010], [-0.002, 0.003, 0.018], [0.029, 0.018, 0.026], [0.007, -0.028, -0.012], [0.024, -0.007, -0.021], [-0.006, -0.014, 0.011], [0.004, 0.031, 0.004], [0.006, -0.010, 0.008], [0.045, -0.010, 0.007], [-0.017, -0.013, 0.010], [-0.098, 0.044, -0.099], [-0.011, -0.016, -0.030], [0.021, 0.004, -0.013], [0.002, -0.012, 0.055], [0.193, 0.201, 0.064], [-0.022, 0.247, -0.165], [0.029, -0.159, -0.269], [0.062, 0.040, -0.048], [-0.076, 0.080, 0.166], [-0.007, 0.036, 0.039], [-0.006, 0.103, -0.056], [0.001, 0.077, -0.042], [0.039, -0.064, 0.083], [0.017, -0.050, 0.035], [-0.018, -0.027, 0.005], [0.001, 0.011, -0.003], [-0.017, -0.001, 0.011]]
}